Record 1
The following is a DFT calculation (the ωB97M-V functional and the def2-TZVPD basis) of a 10-piece molecular cluster, C70H140F24N8O17P2S8 overall at a distorted geometry.

XYZ file:
```
269
Properties=species:S:1:pos:R:3:forces:R:3:mulliken_charge:R:1
C -9.64971 -22.01905 24.29148 -0.68 -0.62 -1.56 -0.41
C -8.80208 -22.76688 23.25090 2.56 1.73 -0.15 0.18
O -7.92893 -22.17913 22.61865 -2.28 -2.26 0.96 -0.24
N -8.87133 -24.30254 23.13500 -2.71 1.51 -1.63 2.75
H -7.93025 -24.66056 23.05559 0.93 -0.40 -0.27 -0.27
H -9.31954 -24.61640 23.98395 -0.55 -0.59 0.84 -0.25
C -9.76468 -24.78972 21.90394 0.77 1.87 0.66 -0.67
H -9.08590 -21.76045 25.18777 0.11 -0.24 -0.16 -0.42
H -10.59559 -22.51610 24.50685 0.26 -0.26 0.32 0.36
H -9.92744 -21.10964 23.75862 0.27 0.28 0.23 0.47
H -10.80116 -24.51717 22.10281 0.00 -0.57 0.49 0.37
H -9.58694 -25.82741 21.62167 0.03 0.19 0.51 0.33
H -9.49155 -24.10569 21.10044 0.37 -0.33 -0.18 0.10
C -4.71240 -27.30449 33.68193 -1.45 0.68 -0.66 -1.25
C -5.89830 -26.39304 33.17801 0.16 -1.63 -0.33 -0.70
C -5.50157 -25.25898 32.28136 1.54 0.14 0.21 -0.09
C -6.63181 -24.46177 31.73325 -0.20 0.24 -1.12 -0.75
P -6.15084 -22.87193 30.81239 -0.22 -0.26 1.64 0.25
C -4.94178 -21.83113 31.72384 -0.37 0.62 -0.38 -0.93
C -5.54545 -20.85547 32.77197 -0.32 -1.49 -1.10 -1.02
C -6.15634 -21.55165 33.95697 1.49 0.03 0.40 0.06
C -6.65558 -20.51858 34.90799 -1.02 -0.21 1.05 -1.45
C -5.47809 -23.22508 29.14862 0.41 0.38 -0.17 0.56
C -4.56368 -22.14173 28.48538 -0.14 1.00 0.31 -0.82
C -3.91574 -22.52954 27.18496 1.13 -1.23 -1.08 0.74
C -3.12878 -21.39413 26.49504 -1.26 1.26 -0.10 -0.93
C -7.74055 -22.01878 30.59741 0.31 0.02 -0.78 -0.97
C -7.64887 -20.83101 29.65978 -0.13 0.29 -0.94 0.79
C -8.92746 -20.08425 29.33808 -1.21 0.40 -1.15 -1.00
C -9.96628 -20.75104 28.33175 1.29 -1.15 1.64 -0.81
H -3.85058 -26.70464 33.97439 -0.17 -0.22 0.66 0.35
H -4.36205 -28.01193 32.93034 -0.11 0.24 -0.36 0.28
H -5.21743 -27.92867 34.41912 0.84 0.13 0.60 0.39
H -6.53279 -26.05698 33.99812 0.31 0.23 0.27 0.45
H -6.54856 -27.07088 32.62500 -0.25 -0.06 -0.18 0.36
H -4.92803 -25.64355 31.43800 0.42 -0.09 0.06 -0.24
H -4.85191 -24.63157 32.89162 0.29 0.26 -0.15 0.30
H -7.39510 -24.44310 32.51116 -0.21 1.20 -0.10 0.80
H -7.09468 -25.05849 30.94726 -0.22 0.00 -0.30 0.48
H -4.53073 -21.14917 30.97949 0.07 -0.26 -0.41 0.36
H -4.09624 -22.43831 32.04711 -0.12 -0.13 0.30 0.64
H -6.37205 -20.37336 32.25006 0.26 0.72 -0.01 0.10
H -4.74985 -20.16185 33.04404 -0.30 0.17 0.11 0.65
H -5.32632 -22.06600 34.44133 -0.17 -0.64 0.12 0.28
H -6.92921 -22.26293 33.66568 -0.02 -0.05 -0.02 0.23
H -7.34255 -19.87361 34.36010 0.13 0.51 0.38 0.35
H -5.86207 -20.00740 35.45306 0.09 0.43 -0.60 0.37
H -7.21125 -20.97750 35.72576 -0.30 -0.09 -0.09 0.40
H -6.40926 -23.33816 28.59343 0.08 -0.10 -0.47 -0.78
H -4.96643 -24.18689 29.11373 -0.03 -0.14 0.27 0.55
H -3.75328 -21.73831 29.09250 -0.03 -0.53 0.68 0.60
H -5.12252 -21.23027 28.27309 -0.46 -0.09 0.09 0.25
H -4.66044 -23.00493 26.54657 -0.12 0.46 -0.26 -0.88
H -3.18238 -23.32857 27.29387 0.01 -0.36 0.64 0.47
H -2.58892 -20.74771 27.18699 0.10 -0.25 0.38 0.53
H -3.84418 -20.71828 26.02652 -0.07 0.14 0.01 -0.17
H -2.44530 -21.58378 25.66738 0.02 -0.92 0.23 -0.26
H -8.20484 -21.74710 31.54542 0.06 -0.28 0.10 0.66
H -8.32473 -22.76467 30.05844 -0.43 -0.27 0.39 0.45
H -7.36691 -21.15431 28.65775 0.80 -0.30 0.08 -0.91
H -6.94828 -20.07796 30.02059 0.27 -0.10 -0.02 0.40
H -8.61318 -19.26359 28.69322 0.24 0.52 0.70 0.32
H -9.32190 -19.70210 30.27961 -0.59 0.17 -0.25 0.53
H -10.50737 -21.57245 28.80144 -0.62 0.33 0.14 0.37
H -9.36316 -21.32601 27.62907 0.13 0.35 -0.54 -0.18
H -10.61673 -20.05391 27.80350 0.12 -0.04 0.32 0.47
C 3.95312 -18.17411 25.64171 -0.20 -0.81 0.12 -1.21
C 3.15958 -19.47702 25.93923 0.88 1.16 -0.49 -0.78
C 2.00324 -19.80449 24.99439 0.03 0.51 1.26 -0.59
C 2.45098 -20.26248 23.61333 -0.85 -0.05 -0.16 -0.72
P 1.08159 -21.12571 22.76053 -0.88 -0.08 -0.34 0.47
C -0.47905 -20.13764 22.99365 0.61 1.19 -0.82 0.09
C -0.38964 -18.76517 22.26599 -0.68 0.51 -0.24 -1.11
C -1.64263 -17.82717 22.32022 0.49 0.18 0.85 0.61
C -1.30112 -16.51671 21.63746 -0.47 0.36 -0.47 -1.72
C 1.43863 -21.31369 20.90086 0.37 0.05 1.93 -0.96
C 2.81331 -21.92310 20.55463 -0.55 0.44 -1.76 -1.04
C 4.02993 -20.98721 20.29471 0.87 -1.10 0.42 -0.31
C 5.21225 -21.84140 19.69932 -0.07 1.08 -0.38 -1.37
C 0.79901 -22.75075 23.64989 -0.36 -0.48 -2.26 -0.74
C -0.07961 -23.74689 22.72436 1.35 1.73 0.60 0.14
C -0.22447 -25.17775 23.14141 0.09 -1.02 1.02 -0.37
C 0.93608 -26.21203 23.19440 -0.10 0.00 -0.67 -1.57
H 4.50319 -18.25982 24.70460 -0.24 0.21 -0.25 0.31
H 4.73684 -18.10594 26.39620 -0.14 0.30 0.12 0.40
H 3.31490 -17.29083 25.66600 0.16 0.05 -0.09 0.32
H 2.76349 -19.37978 26.95005 0.11 -0.34 0.04 0.37
H 3.93414 -20.24101 25.87251 -0.32 -0.52 0.41 0.29
H 1.35757 -18.92763 24.94588 0.06 0.26 -0.41 0.34
H 1.38659 -20.47676 25.59094 -0.07 -0.78 -0.58 0.24
H 3.30215 -20.94157 23.66269 0.04 -0.07 -0.04 0.62
H 2.72971 -19.38641 23.02775 0.11 -0.08 -0.16 0.65
H -0.62753 -19.92779 24.05290 -0.07 -0.43 0.10 0.63
H -1.36216 -20.60797 22.56118 0.12 -0.61 0.28 -0.01
H -0.15294 -18.90659 21.21143 0.00 -0.19 -0.16 0.22
H 0.41188 -18.13028 22.64356 0.28 -0.23 0.24 0.37
H -1.81172 -17.50820 23.34870 -0.11 -0.49 0.35 0.37
H -2.60783 -18.21888 21.99920 0.21 -0.44 -0.27 -0.45
H -1.02346 -16.65055 20.59195 0.50 -0.01 0.00 0.35
H -0.54936 -15.98735 22.22290 0.33 -0.05 -0.36 0.44
H -2.14648 -15.83051 21.58641 -0.26 -0.19 0.27 0.38
H 1.37246 -20.33355 20.42858 -0.17 0.10 0.23 0.58
H 0.65974 -21.95386 20.48658 -0.15 0.12 0.18 0.49
H 2.53143 -22.22799 19.54682 0.47 -0.39 -0.38 0.55
H 2.99876 -22.89147 21.01934 0.37 0.30 0.57 0.35
H 4.37715 -20.46222 21.18461 0.03 -0.21 0.29 0.25
H 3.79193 -20.17209 19.61130 -0.38 -0.24 -0.23 0.41
H 5.71867 -22.49339 20.41104 -0.52 -0.29 -0.02 0.34
H 6.02677 -21.24573 19.28719 -0.02 0.70 0.47 0.42
H 4.93133 -22.32751 18.76504 -0.50 -0.67 0.38 0.33
H 0.24025 -22.48890 24.54839 0.41 -0.21 0.23 0.45
H 1.78558 -23.19413 23.78479 -0.04 0.07 0.59 0.67
H 0.36772 -23.72248 21.73068 -0.26 0.18 -0.21 0.38
H -1.06413 -23.28017 22.75591 -0.17 -0.18 -0.57 -0.29
H -0.99213 -25.59992 22.49290 -0.07 -0.07 -0.07 0.36
H -0.68560 -25.17493 24.12906 -0.08 -0.07 0.18 0.06
H 1.86050 -25.98070 23.72357 -0.34 0.39 0.47 0.36
H 1.30658 -26.54398 22.22453 -0.21 0.39 -0.45 0.38
H 0.51046 -27.13301 23.59282 0.10 0.09 0.38 0.40
C -6.68088 -33.82111 18.32539 0.42 -0.15 0.38 -1.30
C -5.64799 -33.16627 17.37847 -0.49 -0.53 -0.07 -0.62
C -4.88701 -32.01983 18.04355 -0.79 0.31 0.22 -0.25
C -4.11107 -31.18843 17.01901 0.45 0.31 0.10 -1.08
N -3.28555 -30.00533 17.58403 -0.18 0.62 0.60 0.53
C -2.50600 -29.25916 16.47218 -0.54 -2.50 -0.33 -0.71
C -1.20317 -28.77938 17.07832 -0.62 0.99 -0.80 -0.71
C -1.11865 -29.46404 18.41417 0.67 -0.21 1.53 -0.71
C -2.15979 -30.53844 18.53433 -1.83 -0.12 -2.25 -0.70
C -4.12571 -28.99618 18.37555 0.31 -0.62 0.25 -1.71
H -6.23643 -34.40072 19.13447 0.60 0.34 0.32 0.44
H -7.30676 -34.60507 17.89905 -0.12 0.53 -0.73 0.33
H -7.30110 -33.04858 18.77996 -0.18 -0.14 -0.15 0.16
H -6.18736 -32.85062 16.48542 0.09 0.12 -0.08 0.43
H -4.86358 -33.87466 17.11209 -0.23 -0.36 -0.39 0.50
H -4.29264 -32.55540 18.78382 0.75 0.48 0.04 0.48
H -5.59502 -31.42487 18.62045 -0.09 0.31 -0.20 0.11
H -4.67393 -30.75385 16.19293 -0.74 -0.05 0.42 0.57
H -3.39978 -31.83456 16.50453 0.37 0.02 0.17 0.42
H -3.18086 -28.63690 15.88443 0.15 0.40 0.52 0.53
H -2.24239 -30.08244 15.80823 -0.12 -0.01 -0.25 0.40
H -1.22546 -27.69074 17.12804 0.20 0.00 0.43 0.26
H -0.35377 -29.02305 16.44017 -0.21 -0.12 -0.07 0.40
H -1.33058 -28.74715 19.20742 0.64 0.00 0.16 0.25
H -0.14976 -29.95496 18.50546 0.10 0.43 0.54 0.49
H -2.64566 -30.78479 19.47843 0.44 0.35 0.09 0.50
H -1.89346 -31.47250 18.03966 0.35 -0.02 0.21 0.47
H -3.49794 -28.16534 18.69761 0.23 -0.13 -0.19 0.54
H -4.46548 -29.50277 19.27889 -0.18 0.04 -0.15 0.54
H -4.98399 -28.57301 17.85364 0.15 -0.54 -0.45 0.45
C -8.40182 -24.15181 17.42586 1.13 0.37 1.06 -0.69
C -8.19167 -22.64068 17.14250 -1.37 0.19 0.10 -1.09
C -7.50462 -21.70184 18.16424 1.09 -0.13 -1.27 0.04
C -5.99723 -22.04884 18.09785 -0.20 0.12 2.00 -0.83
N -5.15389 -21.28926 19.21093 -0.02 0.05 -0.24 1.38
C -5.01619 -19.75376 18.94903 -1.01 -0.52 -1.30 -1.01
C -3.57184 -19.45218 19.13667 0.86 1.08 0.88 0.23
C -2.86578 -20.63540 18.56570 0.80 -1.50 -0.12 -1.01
C -3.68139 -21.78630 19.20126 0.06 0.75 -0.23 -0.20
C -5.75144 -21.39803 20.62567 -0.27 -1.23 -0.92 -1.06
H -8.82419 -24.41212 18.39641 -0.66 0.71 0.19 0.02
H -7.42393 -24.60011 17.60154 0.21 -0.46 -0.83 0.12
H -9.00311 -24.69793 16.69902 0.40 0.26 -0.26 0.53
H -9.17506 -22.21258 16.94817 -0.11 0.07 0.03 0.46
H -7.66265 -22.46732 16.20540 0.08 -0.43 -0.17 0.40
H -7.96083 -21.63920 19.15219 0.23 -0.55 0.04 0.14
H -7.57134 -20.69624 17.74901 -0.34 0.15 0.02 0.44
H -5.54560 -21.90640 17.11609 -0.03 0.80 0.11 0.60
H -5.87874 -23.12213 18.24652 0.22 0.18 0.59 0.02
H -5.76069 -19.15086 19.46896 0.31 -0.38 0.69 0.37
H -5.28479 -19.61109 17.90232 0.17 -0.15 -0.24 0.47
H -3.28143 -19.41456 20.18659 -0.42 -0.09 0.38 -0.44
H -3.27653 -18.45197 18.81966 -0.19 -0.14 -0.62 0.63
H -1.82647 -20.77238 18.86432 0.08 0.32 0.64 0.35
H -2.70922 -20.72697 17.49089 -1.00 0.25 -0.29 0.37
H -3.38115 -21.87164 20.24561 -0.13 -0.07 -0.02 -0.02
H -3.49321 -22.74580 18.71952 -0.74 0.01 -0.06 0.35
H -6.06091 -22.43035 20.78888 0.56 -0.15 0.08 -0.31
H -6.70909 -20.88392 20.70748 0.59 0.68 -0.02 0.53
H -4.97275 -21.09607 21.32607 -0.49 0.30 0.07 0.35
C -3.96336 -26.93418 28.19142 -0.23 0.52 -0.52 -1.09
C -5.21313 -27.79158 28.15257 -0.02 -0.86 -0.15 -0.60
C -5.68677 -28.14476 26.72007 -0.16 -0.55 0.38 0.96
C -6.82686 -29.15305 26.77356 -0.13 -0.75 -1.34 -1.25
N -7.33548 -29.61704 25.38201 0.52 -0.91 -0.60 0.41
C -7.91371 -28.46405 24.54102 1.03 -0.93 -0.61 0.44
C -8.85370 -29.15617 23.48670 0.08 0.99 1.90 0.05
C -9.45840 -30.28171 24.35476 -0.22 0.03 -0.54 -0.70
C -8.52278 -30.62681 25.52969 -0.81 0.75 -0.26 -0.72
C -6.19723 -30.30279 24.57462 -0.13 0.28 0.22 -0.98
H -3.05932 -27.47113 27.90416 -0.15 -0.25 -0.15 0.48
H -3.75698 -26.54846 29.18978 -0.18 0.23 -0.02 0.35
H -4.10773 -26.14827 27.45007 0.33 0.48 0.24 -0.06
H -6.06701 -27.38879 28.69732 0.10 0.42 0.09 0.24
H -4.92534 -28.68956 28.69930 -0.41 -0.46 -0.11 0.48
H -4.85039 -28.57238 26.16715 0.06 0.14 -0.12 0.59
H -6.06227 -27.27818 26.17588 0.33 0.15 0.25 -0.72
H -7.70447 -28.72287 27.25611 0.02 -0.26 0.20 0.27
H -6.53445 -30.12963 27.15939 0.02 0.31 0.80 0.43
H -7.02773 -27.96518 24.14825 -0.22 0.01 -0.33 -0.46
H -8.36132 -27.77052 25.25289 -0.67 -0.21 -0.17 0.08
H -8.44410 -29.50662 22.53933 0.61 0.14 0.35 0.42
H -9.63444 -28.43661 23.24017 0.02 -0.07 -0.11 -0.19
H -9.61008 -31.13232 23.69027 -0.33 -0.13 0.39 0.48
H -10.39976 -29.90329 24.75319 -0.05 -0.42 -0.10 0.16
H -8.39383 -31.70754 25.58889 1.56 0.11 -0.52 0.37
H -9.02291 -30.49942 26.48976 0.15 0.95 0.03 0.41
H -6.58522 -30.77850 23.67393 -0.44 -0.26 0.44 0.49
H -5.64756 -30.98624 25.22181 -0.52 -0.27 0.03 0.31
H -5.42756 -29.64766 24.16654 -0.44 0.83 0.42 0.27
C -7.71751 -16.10242 22.46237 0.62 -0.87 1.43 0.58
F -7.81729 -16.04125 21.11582 -0.22 0.33 1.56 -0.21
F -7.88757 -14.91327 23.08900 0.47 -0.94 -1.36 -0.20
F -8.66845 -16.91596 22.98890 0.91 0.82 -1.12 -0.17
S -5.83774 -16.80741 22.83146 -0.17 2.70 -1.36 0.70
O -5.60948 -17.76960 21.73934 -0.37 0.63 1.62 -0.38
O -5.00700 -15.59355 22.69509 -1.35 -2.07 1.21 -0.68
N -5.92500 -17.38620 24.45577 0.08 1.23 -2.40 -0.67
S -6.20208 -18.90592 24.21261 -2.09 -2.62 -2.36 1.47
O -7.47345 -19.18221 23.42687 3.16 -0.01 2.48 -0.68
O -4.98006 -19.56801 23.72089 -1.39 -0.21 1.27 -0.06
C -6.59630 -19.67518 25.96737 1.26 1.02 -0.94 -0.21
F -6.45024 -21.01844 25.73705 -1.00 1.30 0.94 0.04
F -5.63117 -19.30785 26.86932 -1.29 -0.45 -0.66 -0.27
F -7.80906 -19.31516 26.44959 1.51 -1.05 -0.62 -0.19
C -12.29981 -27.08440 24.16210 -0.28 0.98 -0.62 0.69
F -13.53854 -27.47278 23.97498 -0.35 0.04 0.18 -0.20
F -11.71583 -27.89282 25.02601 0.43 -0.12 -0.34 -0.19
F -11.70494 -27.14774 22.92289 0.18 0.19 1.37 -0.25
S -12.35402 -25.28523 24.87390 -2.12 0.06 -1.51 0.90
O -12.81611 -24.45181 23.76106 2.08 -0.86 0.91 -0.70
O -13.33857 -25.35748 25.94762 2.16 -0.30 -1.09 -0.54
N -10.62856 -25.07031 25.27257 -2.74 -0.25 -1.17 -0.57
S -10.75594 -25.12428 26.83399 0.02 -1.50 4.27 0.96
O -11.50308 -24.02026 27.38802 1.25 0.03 -0.14 -0.63
O -11.09449 -26.44735 27.36802 0.99 1.35 -0.70 -0.68
C -8.91435 -24.90537 27.45594 -1.49 -2.12 0.13 -0.26
F -8.46402 -23.76654 27.12073 1.28 2.88 -1.72 0.23
F -8.78945 -24.92358 28.78314 -0.82 -0.53 0.93 -0.25
F -8.09906 -25.89058 27.02139 -0.28 -0.02 -0.39 -0.12
C -4.27546 -23.50061 23.86562 -0.57 -0.63 1.07 -0.23
F -3.91966 -23.41537 22.60092 -0.10 -0.18 -0.21 0.00
F -3.16451 -23.81944 24.59215 -0.80 1.08 -0.53 -0.18
F -4.83195 -22.30499 24.18964 0.87 -2.05 0.01 0.32
S -5.45082 -25.08281 24.37221 1.26 0.10 -0.21 1.10
O -4.50053 -26.17683 24.70556 -2.26 2.24 -1.05 -0.58
O -6.27660 -24.59930 25.45648 0.09 -0.12 -1.21 -0.25
N -6.42723 -25.31044 22.92610 2.37 0.06 2.96 -1.40
S -5.55374 -26.27870 22.04125 -2.64 -3.89 -3.95 1.25
O -4.17655 -26.02623 22.03480 2.65 0.92 -0.16 -0.63
O -5.92873 -27.70837 22.08587 0.13 2.11 0.43 -0.57
C -6.22046 -25.87085 20.18931 0.10 -0.77 3.07 -0.20
F -7.51701 -26.09535 20.23438 -0.82 0.40 -0.20 -0.16
F -6.01112 -24.56888 19.88442 0.31 -1.16 -0.55 -0.07
F -5.72285 -26.78173 19.35131 0.58 1.35 -0.07 0.05
C -9.09923 -28.54441 17.90148 1.00 -0.46 -1.99 0.45
F -7.91350 -27.86350 17.80473 -0.88 -0.40 0.48 -0.26
F -9.61408 -28.30756 19.10319 -0.45 0.40 -0.96 -0.11
F -9.81450 -28.14707 16.79932 0.29 -0.32 2.41 -0.25
S -8.68007 -30.40564 17.71860 -0.05 -1.51 0.47 1.17
O -7.49860 -30.39108 16.84027 -1.64 0.33 1.37 -0.52
O -8.46374 -30.94055 19.05947 -0.45 1.10 -1.01 -0.66
N -10.15572 -31.15553 17.06675 2.45 3.53 5.28 -0.48
S -9.63803 -31.55662 15.73308 1.35 -4.07 -9.76 1.09
O -9.30164 -30.54436 14.70917 -0.72 -0.50 1.84 -0.67
O -8.70292 -32.71298 15.66190 -1.55 1.56 0.93 -0.66
C -11.33947 -32.23986 15.03212 1.50 -1.00 0.99 0.51
F -11.27639 -32.65726 13.73434 -0.04 0.64 1.69 -0.21
F -11.72639 -33.28660 15.82340 0.24 0.47 -0.93 -0.24
F -12.23554 -31.29481 15.18712 -0.63 0.45 -0.55 -0.21
```
Forces are in eV/Å.

LUMO = -4.02 eV
Molecular weight = 2140.4 g/mol
HOMO = -0.39791 hartree
Energy = -10732.36218 hartree
Total charge = +2



Record 2
The following is a DFT calculation (the ωB97M-V functional and the def2-TZVPD basis) of one molecule with the formula C5H5ClN2 at a distorted geometry.

XYZ file:
```
13
Properties=species:S:1:pos:R:3:forces:R:3:mulliken_charge:R:1
N 1.97866 2.30979 0.15117 -0.80 -0.86 -0.07 -0.45
C 1.15859 1.49217 0.05602 0.80 0.88 0.10 0.05
C 0.20033 0.44309 -0.08123 -0.13 -0.27 -0.10 0.34
C 0.66683 -0.83404 -0.12347 -0.18 0.20 0.08 -0.15
N 1.94652 -1.21598 0.10624 0.01 -0.19 -0.17 -0.43
C -1.22788 0.78780 -0.21753 -0.01 -0.14 0.17 -0.39
C -2.20504 0.03715 0.28450 0.27 0.04 -0.04 -0.31
Cl -3.87712 0.38256 0.02295 -0.02 0.03 0.00 -0.19
H -0.03513 -1.63825 -0.32515 0.08 0.07 0.01 0.38
H 2.65723 -0.50592 0.18918 0.02 0.01 0.02 0.23
H 2.25155 -2.12188 -0.21700 -0.08 0.23 0.10 0.23
H -1.47853 1.70522 -0.74097 0.04 -0.08 -0.02 0.34
H -2.03600 -0.84170 0.89529 0.00 0.08 -0.07 0.35
```
Forces are in eV/Å.

LUMO = 0.59 eV
ΔE to the lowest compared entry with this formula, charge and spin = 37.2 kJ/mol
Molecular weight = 128.6 g/mol
HOMO = -0.31163 hartree
Energy = -763.19857 hartree
Structure (SMILES) = N#CC(=C\N)/C=C/Cl